Formula: C18H52O22P3S3
Source: the OMol25 dataset
Level of theory: ωB97M-V with the def2-TZVPD basis set

```
! wB97M-V def2-TZVPD RIJCOSX def2/J DEFGRID3
* xyz -1 1
O 0.416 0.387 -0.173
H 1.214 -0.174 -0.227
O 1.389 2.618 -2.181
S 2.508 2.924 -1.299
O 3.805 3.374 -1.881
O 2.028 3.983 -0.083
C 3.099 4.502 0.679
C 2.418 5.492 1.655
C 2.696 1.464 -0.226
H 3.844 4.939 0.015
H 3.568 3.787 1.356
H 1.657 6.074 1.136
H 3.293 6.097 1.891
H 2.004 5.018 2.546
H 3.520 1.698 0.449
H 3.038 0.670 -0.890
H 1.723 1.107 0.112
O 0.081 4.345 2.426
S 0.279 3.018 1.825
O 1.459 2.174 1.964
O -1.080 2.052 2.247
C -1.126 0.776 1.588
C -1.865 -0.066 2.646
C -0.040 3.064 0.009
H -0.125 0.472 1.281
H -1.693 0.888 0.665
H -2.825 0.329 2.977
H -1.119 -0.092 3.440
H -2.194 -0.999 2.188
H -1.078 3.377 -0.105
H 0.048 2.068 -0.425
H 0.701 3.691 -0.487
O 4.177 -1.395 2.774
S 3.078 -1.172 1.829
O 3.095 -1.672 0.440
O 1.728 -1.774 2.524
C 0.519 -1.660 1.780
C -0.454 -2.664 2.396
C 2.592 0.643 1.855
H 0.667 -1.569 0.704
H 0.060 -0.688 1.961
H -0.154 -3.680 2.140
H -1.483 -2.432 2.121
H -0.341 -2.528 3.471
H 1.815 0.832 1.114
H 3.497 1.210 1.637
H 2.210 0.818 2.860
C 0.830 0.931 -2.226
O 1.513 0.065 -3.185
P 2.940 -0.592 -2.768
O 3.939 0.336 -2.133
O 2.385 -1.891 -2.002
C 1.639 -1.769 -0.811
O 3.536 -1.257 -4.103
C 3.566 -0.438 -5.267
H 1.425 1.112 -1.331
H -0.078 0.486 -1.820
H 0.615 1.876 -2.724
H 0.592 -2.031 -0.962
H 1.749 -0.787 -0.350
H 2.019 -2.511 -0.108
H 2.976 -0.969 -6.014
H 4.625 -0.358 -5.510
H 3.185 0.584 -5.253
C -1.664 0.799 -1.228
O -2.585 1.229 -0.206
P -4.176 0.748 -0.205
O -5.126 1.295 0.800
O -4.634 1.081 -1.702
C -5.875 0.656 -2.246
O -4.130 -0.853 -0.252
C -3.632 -1.466 0.914
H -1.925 -0.111 -1.767
H -0.675 0.687 -0.784
H -1.554 1.625 -1.932
H -5.635 0.351 -3.264
H -6.534 1.524 -2.230
H -6.336 -0.137 -1.657
H -3.292 -2.476 0.685
H -4.438 -1.553 1.643
H -2.818 -0.972 1.445
C 0.495 -4.399 -0.449
O -0.719 -3.938 -1.068
P -1.993 -3.363 -0.255
O -3.182 -3.112 -1.093
O -2.215 -4.548 0.869
C -3.419 -4.654 1.627
O -1.481 -2.068 0.587
C -1.014 -1.005 -0.195
H 0.492 -4.362 0.640
H 1.261 -3.774 -0.908
H 0.680 -5.451 -0.670
H -4.236 -3.993 1.338
H -3.142 -4.244 2.598
H -3.802 -5.662 1.786
H -1.589 -0.840 -1.106
H 0.073 -0.989 -0.282
H -1.282 -0.134 0.404
*
```

Summary:
E, eV: -124890.251
Gap between HOMO and LUMO, eV: 7.6

Formula: C18H52O8
Source: the OMol25 dataset
Level of theory: ωB97M-V with the def2-TZVPD basis set

```
! wB97M-V def2-TZVPD RIJCOSX def2/J DEFGRID3
* xyz 0 1
C -2.516 -1.100 -2.200
C -0.996 -1.078 -2.310
C -0.480 -0.962 -3.717
O -0.447 0.027 -1.569
H -2.955 -0.261 -2.745
H -2.806 -1.056 -1.151
H -2.908 -2.019 -2.639
H -0.610 -1.995 -1.840
H -0.816 -1.793 -4.337
H 0.611 -0.998 -3.707
H -0.792 0.002 -4.122
H -0.255 -0.202 -0.648
C 5.937 -0.342 -1.551
C 4.485 0.039 -1.814
C 3.550 -0.586 -0.801
O 4.321 1.456 -1.904
H 6.602 0.336 -2.085
H 6.134 -1.358 -1.900
H 6.193 -0.294 -0.488
H 4.209 -0.359 -2.792
H 2.511 -0.423 -1.101
H 3.690 -0.244 0.226
H 3.687 -1.673 -0.839
H 4.496 1.835 -1.036
C 0.992 3.128 -0.883
C 0.380 3.261 -2.282
C 1.277 2.635 -3.347
O -0.920 2.679 -2.333
H 1.770 3.886 -0.729
H 1.492 2.161 -0.756
H 0.220 3.251 -0.123
H 0.258 4.328 -2.491
H 2.223 3.175 -3.439
H 0.756 2.604 -4.299
H 1.557 1.630 -3.013
H -0.843 1.811 -1.902
C -4.207 2.256 0.287
C -3.524 3.003 1.427
C -4.469 3.262 2.589
O -2.358 2.306 1.878
H -3.600 2.289 -0.613
H -5.162 2.732 0.041
H -4.428 1.228 0.594
H -3.158 3.959 1.035
H -5.055 2.353 2.784
H -5.205 4.020 2.314
H -3.914 3.516 3.486
H -2.479 1.359 1.723
C -2.468 -2.342 3.483
C -2.168 -0.857 3.397
C -0.997 -0.424 4.287
O -1.927 -0.482 2.026
H -2.434 -2.680 4.519
H -1.756 -2.934 2.900
H -3.465 -2.566 3.100
H -3.059 -0.286 3.661
H -0.904 -1.103 5.134
H -1.093 0.607 4.613
H -0.062 -0.522 3.728
H -1.462 -1.222 1.608
C 2.029 -4.302 0.388
C 0.781 -3.431 0.263
C -0.427 -4.226 -0.169
O 0.500 -2.802 1.538
H 2.960 -3.741 0.274
H 2.073 -5.134 -0.320
H 2.061 -4.742 1.389
H 0.963 -2.620 -0.451
H -0.397 -5.255 0.189
H -0.446 -4.283 -1.265
H -1.352 -3.732 0.125
H 0.842 -1.897 1.506
O 0.756 -0.093 0.966
H 0.004 0.121 1.539
H 1.485 0.471 1.279
O 2.440 1.912 2.023
H 3.165 2.063 1.408
H 1.911 2.717 1.982
*
```

Summary:
E, eV: -35889.970
SMILES: CC(C)O.CC(C)O.CC(C)O.CC(C)O.CC(C)O.CC(C)O.O.O
Relative energy (zero: lowest compared OMol25 entry of this formula, charge and spin), kcal/mol: 0.0
Gap between HOMO and LUMO, eV: 9.6

Formula: C18H53CrHg2O17S2
Source: the OMol25 dataset
Level of theory: ωB97M-V with the def2-TZVPD basis set

```
! wB97M-V def2-TZVPD RIJCOSX def2/J DEFGRID3
* xyz 0 6
Hg -4.083 0.155 -1.375
Hg 0.619 0.939 -2.784
Cr -1.261 -1.809 -2.859
C 2.919 -1.791 -5.104
C 1.720 -2.278 -4.354
O 0.836 -1.337 -3.755
H 3.560 -1.072 -4.594
H 2.472 -1.332 -5.986
H 3.563 -2.638 -5.336
H 1.993 -2.918 -3.515
H 1.256 -3.016 -5.009
S -2.237 1.409 -3.667
O -3.364 1.609 -2.724
O -1.077 2.207 -3.471
O -1.661 0.082 -3.562
O -2.741 1.584 -5.024
S -0.804 0.292 -0.297
O -0.292 -0.221 0.981
O -0.227 1.483 -0.742
O -0.536 -0.749 -1.245
O -2.250 0.506 -0.264
C 2.083 5.417 -1.702
C 2.172 3.896 -1.632
O 1.041 3.500 -2.260
H 2.115 5.760 -2.736
H 2.926 5.806 -1.131
H 1.174 5.886 -1.325
H 2.157 3.619 -0.578
H 3.125 3.604 -2.073
H 0.344 3.719 -1.637
C -4.256 -2.889 1.417
C -5.223 -1.845 1.154
O -4.543 -0.714 0.656
H -3.882 -2.743 2.431
H -3.422 -2.773 0.724
H -4.700 -3.882 1.349
H -5.769 -1.724 2.090
H -5.893 -2.272 0.408
H -4.032 -0.406 1.408
C 0.424 -2.949 3.293
C 1.319 -3.130 2.069
O 0.573 -2.836 0.970
H -0.335 -3.712 3.463
H -0.079 -1.987 3.390
H 1.016 -3.019 4.205
H 1.686 -4.154 2.002
H 2.170 -2.456 1.971
H 0.529 -1.880 0.890
C 2.705 1.736 3.802
C 2.083 1.584 2.376
O 1.829 0.223 2.378
H 2.248 1.338 4.708
H 2.772 2.797 4.046
H 3.704 1.304 3.749
H 2.726 1.905 1.557
H 1.102 2.049 2.286
H 1.088 0.041 1.794
C 1.065 -5.242 -1.568
C -0.469 -4.897 -1.529
O -0.569 -3.499 -1.450
H 1.371 -6.167 -1.079
H 1.748 -4.565 -1.055
H 1.228 -5.129 -2.640
H -0.840 -5.395 -0.632
H -1.055 -5.326 -2.342
H -0.220 -3.400 -0.561
C -2.848 1.570 4.094
C -1.886 0.647 3.354
O -2.506 -0.433 2.718
H -3.568 1.104 4.768
H -3.478 2.087 3.371
H -2.445 2.354 4.734
H -1.098 0.428 4.075
H -1.398 1.225 2.569
H -1.844 -0.704 2.077
C -2.537 3.962 1.450
C -1.011 4.313 1.532
O -0.501 4.001 0.225
H -2.954 4.613 0.683
H -3.038 4.070 2.412
H -2.472 2.955 1.037
H -0.346 3.794 2.221
H -0.887 5.394 1.596
H -0.536 3.064 0.018
C 3.800 -0.855 -0.981
C 3.252 0.480 -0.980
O 2.937 0.985 -2.317
H 4.649 -0.921 -1.662
H 2.977 -1.510 -1.265
H 4.115 -1.319 -0.047
H 3.897 1.153 -0.415
H 2.312 0.316 -0.454
H 3.775 0.923 -2.782
*
```

Summary:
E, eV: -112768.522
Gap between HOMO and LUMO (spin up / spin down), eV: 5.7 / 7.6
⟨S²⟩: 8.760

Formula: C18H53HgNO19S
Source: the OMol25 dataset
Level of theory: ωB97M-V with the def2-TZVPD basis set

```
! wB97M-V def2-TZVPD RIJCOSX def2/J DEFGRID3
* xyz 0 1
Hg 2.857 0.731 -2.494
S 0.728 0.348 -0.591
O 2.106 0.055 -0.369
O 0.679 0.739 -2.000
O -0.157 -0.773 -0.334
O 0.411 1.518 0.189
C 2.728 3.792 -1.397
C 3.494 2.894 -0.488
O 4.296 1.953 -1.174
O 2.066 3.106 -2.442
H 3.388 4.510 -1.885
H 2.010 4.343 -0.790
H 2.802 2.490 0.250
H 4.163 3.469 0.151
H 5.104 1.940 -0.655
H 1.312 3.618 -2.742
C -3.437 2.896 -2.762
C -2.383 1.721 -2.973
O -1.164 2.024 -3.644
O -2.720 4.041 -2.307
H -4.263 2.570 -2.130
H -3.838 3.202 -3.729
H -2.768 0.845 -3.495
H -2.028 1.415 -1.989
H -0.532 1.904 -2.931
H -2.376 3.946 -1.416
C -1.625 0.542 2.345
C -2.686 0.457 3.467
O -3.249 1.682 3.774
O -1.186 -0.779 1.958
H -0.803 1.226 2.556
H -2.077 1.066 1.502
H -2.222 -0.030 4.325
H -3.420 -0.235 3.054
H -3.608 1.708 4.664
H -0.789 -0.711 1.087
C 0.897 -3.307 1.118
C 1.479 -4.738 1.441
O 2.486 -5.111 0.481
O 0.145 -3.283 -0.113
H 1.716 -2.595 1.008
H 0.352 -2.830 1.933
H 0.696 -5.495 1.484
H 1.946 -4.777 2.425
H 2.059 -5.298 -0.359
H -0.091 -2.364 -0.262
C 4.135 -2.143 -1.709
C 3.133 -2.657 -2.785
O 2.123 -1.647 -2.965
O 4.593 -0.873 -1.891
H 4.956 -2.838 -1.531
H 3.524 -2.048 -0.812
H 2.691 -3.597 -2.455
H 3.732 -2.757 -3.689
H 1.330 -2.155 -3.156
H 5.523 -0.952 -1.664
C -0.985 4.464 0.618
C -0.340 4.208 1.992
O 0.918 3.528 1.855
O -1.582 3.250 0.102
H -0.253 4.863 -0.084
H -1.839 5.140 0.584
H -1.068 3.695 2.620
H -0.219 5.175 2.482
H 0.672 2.668 1.506
H -0.866 2.612 0.085
C 2.095 0.267 2.859
C 2.557 0.727 4.249
O 3.488 -0.194 4.764
O 3.148 0.521 2.013
H 1.259 0.885 2.531
H 1.692 -0.745 2.819
H 1.699 0.713 4.921
H 3.010 1.717 4.312
H 4.012 -0.420 3.992
H 2.864 0.362 1.110
C -4.132 -2.696 -2.854
C -3.315 -2.088 -1.820
C -3.111 -2.952 -0.592
O -4.363 -3.158 0.053
C -4.269 -3.339 1.477
N -2.034 -1.820 -2.393
H -3.595 -3.408 -3.480
H -4.452 -1.933 -3.564
H -4.903 -3.298 -2.374
H -3.638 -1.081 -1.554
H -2.444 -2.336 0.010
H -2.550 -3.873 -0.749
H -3.778 -4.283 1.710
H -5.274 -3.317 1.899
H -3.579 -2.628 1.931
H -1.510 -1.279 -1.720
H -1.550 -2.707 -2.392
*
```

Summary:
E, eV: -74921.511
Gap between HOMO and LUMO, eV: 5.9

Formula: C18H54F2K2NO28P6S2
Source: the OMol25 dataset
Level of theory: ωB97M-V with the def2-TZVPD basis set

```
! wB97M-V def2-TZVPD RIJCOSX def2/J DEFGRID3
* xyz 1 1
K 4.522 -3.538 2.349
K 0.993 -0.314 1.236
N 2.746 -1.666 -0.018
S 2.668 -3.143 -0.839
O 3.178 -4.350 -0.167
O 2.535 -3.187 -2.278
F 1.058 -3.465 -0.555
S 4.066 -1.335 -0.713
O 4.029 -0.830 -2.093
O 5.197 -2.160 -0.302
F 4.427 -0.006 0.139
C -2.697 1.891 -6.572
O -1.344 2.016 -6.074
P -0.083 0.919 -6.385
O -0.364 -0.266 -7.160
O 0.919 1.994 -7.045
C 2.243 2.036 -6.667
O 0.485 0.578 -4.870
C -0.060 -0.587 -4.240
H -2.922 2.901 -6.916
H -3.146 1.523 -5.650
H -2.751 1.268 -7.466
H 2.425 2.083 -5.594
H 2.795 2.890 -7.059
H 2.760 1.129 -6.979
H 0.789 -1.170 -3.883
H -0.804 -1.198 -4.752
H -0.571 -0.228 -3.346
C -6.193 -3.519 -4.600
O -4.841 -3.990 -4.352
P -3.955 -3.256 -3.233
O -3.840 -1.778 -3.376
O -4.798 -3.817 -1.816
C -4.697 -5.151 -1.407
O -2.557 -4.099 -3.223
C -1.456 -3.665 -2.408
H -6.373 -3.221 -5.634
H -6.382 -2.671 -3.942
H -6.796 -4.364 -4.270
H -4.532 -5.078 -0.332
H -3.951 -5.832 -1.817
H -5.676 -5.583 -1.615
H -1.295 -4.243 -1.498
H -1.462 -2.610 -2.133
H -0.578 -3.893 -3.013
C 1.852 1.860 4.212
O 2.393 0.618 3.840
P 3.630 -0.190 4.614
O 4.057 -1.498 3.904
O 4.795 0.883 4.808
C 5.482 1.519 3.654
O 3.107 -0.566 6.079
C 4.002 -0.995 7.097
H 1.626 2.480 3.344
H 2.456 2.561 4.788
H 0.970 1.622 4.806
H 6.008 2.457 3.828
H 4.658 1.649 2.953
H 6.245 0.862 3.238
H 5.025 -1.143 6.752
H 3.488 -1.845 7.546
H 4.138 -0.309 7.934
C -1.502 3.424 2.235
O -2.235 2.233 1.953
P -2.313 1.579 0.478
O -1.018 1.398 -0.151
O -3.133 0.231 0.870
C -3.575 -0.630 -0.127
O -3.413 2.461 -0.297
C -3.009 3.346 -1.285
H -2.115 4.178 2.729
H -0.984 3.874 1.388
H -0.747 3.047 2.924
H -2.929 -1.495 0.023
H -3.500 -0.118 -1.087
H -4.640 -0.847 -0.047
H -2.941 4.371 -0.922
H -3.677 3.124 -2.117
H -1.967 3.189 -1.563
C -3.384 -0.040 4.696
O -2.740 -1.313 4.763
P -1.478 -1.522 3.721
O -0.808 -0.273 3.409
O -0.540 -2.707 4.319
C 0.249 -2.728 5.474
O -2.038 -2.256 2.430
C -2.644 -3.536 2.511
H -2.822 0.814 4.318
H -3.536 0.367 5.696
H -4.369 -0.118 4.235
H 1.123 -3.318 5.198
H -0.125 -3.337 6.297
H 0.542 -1.735 5.817
H -2.660 -3.972 1.512
H -3.704 -3.441 2.746
H -2.358 -4.228 3.304
C 5.201 3.813 -0.841
O 4.338 3.127 0.058
P 2.733 3.231 -0.062
O 1.973 2.302 0.838
O 2.562 4.848 0.085
C 1.980 5.235 1.327
O 2.483 2.916 -1.653
C 1.204 2.491 -1.933
H 6.118 3.240 -0.979
H 5.667 4.607 -0.259
H 4.776 4.180 -1.775
H 1.040 5.785 1.299
H 2.776 5.908 1.648
H 1.942 4.398 2.024
H 0.399 2.856 -1.294
H 1.263 1.411 -1.800
H 0.891 2.653 -2.964
*
```

Summary:
E, eV: -193857.281
Relative energy (zero: lowest compared OMol25 entry of this formula, charge and spin), kcal/mol: 0.0
Gap between HOMO and LUMO, eV: 9.1

Number 1: maximum force 15.4 eV/Å. Number 2: maximum force 0.9 eV/Å. Number 3: maximum force 7.0 eV/Å. Number 4: maximum force 4.6 eV/Å. Number 5: maximum force 9.6 eV/Å.